{"formula": "C5H13N2O", "method": "ωB97M-V/def2-TZVPD", "e_lumo_ha": -0.12725, "e_above_lowest_kcal_mol": 76.64, "homo_ev": -13.446, "gap_ha": 0.3669, "mol_weight_g_mol": 117.2, "total_charge": 1, "smiles": "N[C@@H](C=O)CCC[NH3+]", "symbols": ["N", "C", "C", "O", "C", "C", "C", "N", "H", "H", "H", "H", "H", "H", "H", "H", "H", "H", "H", "H", "H"], "xyz": [[1.401, 0.005, -0.522], [-0.027, 0.077, -0.852], [-0.178, -0.295, -2.332], [0.789, -0.390, -3.061], [-0.783, -0.789, 0.183], [-1.494, 0.115, 1.248], [-0.536, 1.059, 2.074], [0.566, 0.160, 2.380], [2.008, 0.868, -0.867], [1.735, -0.750, -1.020], [-0.310, 1.211, -0.727], [-1.079, -0.529, -2.753], [-0.137, -1.620, 0.709], [-1.504, -1.519, -0.422], [-2.356, 0.756, 0.867], [-1.951, -0.608, 2.018], [-0.933, 1.307, 3.027], [-0.383, 1.927, 1.448], [0.784, 0.174, 3.398], [0.616, -0.787, 1.934], [1.540, 0.544, 1.933]], "forces_ev_per_a": [[1.0, 4.3, 1.1], [1.0, 1.8, 0.5], [3.1, 0.1, 0.1], [-0.5, 0.2, 0.9], [-1.4, -1.5, -0.9], [-1.9, -0.8, 1.3], [-2.1, -2.1, -2.0], [6.3, 1.4, -0.1], [-2.0, -2.4, 0.6], [1.4, -1.9, -1.2], [0.0, -2.1, -0.4], [-3.1, -0.5, -0.8], [-0.8, 1.6, -1.2], [0.8, 1.8, 1.6], [1.2, -1.0, 0.1], [0.4, 1.0, -1.1], [-0.8, 0.6, 0.4], [1.1, 0.2, 0.3], [-0.3, -0.6, -0.8], [-0.8, 0.8, 0.6], [-2.7, -0.9, 0.9]]}